Entry 1:
Below is an isolated molecule of C5H13NO, with properties calculated with wB97M-V/def2-TZVPD.

```
20
Properties=species:S:1:pos:R:3:nbo_charge:R:1
C -0.176 -2.514 0.066 -0.611
C -1.244 -1.431 -0.124 -0.401
C -1.191 -0.309 0.898 -0.394
C 0.086 0.540 0.841 -0.223
N 0.349 1.017 -0.506 -0.651
C 1.240 2.143 -0.539 0.118
O 1.668 2.377 -1.839 -0.718
H -0.236 -3.224 -0.760 0.210
H -0.398 -3.076 0.978 0.200
H 0.836 -2.117 0.141 0.199
H -1.103 -1.037 -1.138 0.196
H -2.228 -1.903 -0.175 0.205
H -1.240 -0.736 1.905 0.196
H -2.058 0.339 0.757 0.207
H -0.135 1.410 1.450 0.191
H 0.932 0.013 1.296 0.164
H 0.641 0.263 -1.113 0.366
H 0.691 2.991 -0.120 0.145
H 2.133 1.987 0.093 0.120
H 1.433 3.266 -2.112 0.478
```

As for the SMILES: CCCCNCO. The value obtained for the energy relative to the best compared isomer or geometry (same formula, charge and spin) is 1.036 eV. As for the highest occupied orbital energy: -8.740 eV. The orbital gap comes out at 9.7 eV.

Entry 2:
Below is a cluster of 2 separate species, C5H13NO in total, with properties calculated with wB97M-V/def2-TZVPD.

```
20
Properties=species:S:1:pos:R:3:mulliken_spin:R:1
C -2.099 1.448 -0.396 0.074
C -2.600 0.541 -1.487 0.007
C -0.714 0.983 0.016 -0.025
O -0.465 0.308 1.013 0.799
N 0.293 1.153 -0.913 0.079
H -2.106 2.539 -0.574 0.006
H -2.719 1.301 0.525 0.001
H -2.698 -0.497 -1.192 0.001
H 1.253 0.819 -0.854 -0.008
H 0.228 1.998 -1.458 0.001
H -1.985 0.644 -2.342 -0.001
H -3.620 0.808 -1.726 0.011
C 1.973 -2.098 1.585 0.001
C 2.353 -0.895 0.737 0.033
H 1.813 -1.874 2.652 0.001
H 1.054 -2.545 1.208 0.003
H 2.716 -2.867 1.530 0.003
H 3.132 -1.224 0.040 0.003
H 1.423 -0.465 0.280 0.012
H 2.770 -0.077 1.357 -0.001
```

The expectation value of S² is 0.756. Its total charge is +1. The multiplicity is 2. The value obtained for the energy relative to the best compared isomer or geometry (same formula, charge and spin) is 1.789 eV. As for the highest occupied orbital energy (alpha / beta): -15.235 / -15.210 eV. The orbital gap (alpha / beta) comes out at 10.9 / 6.1 eV.

Q: The highest energy relative to the best compared isomer or geometry (same formula, charge and spin) belongs to which entry?
A: number 2